Record 1
77
Properties=species:S:1:pos:R:3 method="wB97M-V/def2-TZVPD" spin_multiplicity=3 de_lowest_ev=0.147 energy_ev=-225168.733 s2=2.002
Pr 0.3317 -0.3238 0.3672
Br 6.8934 -3.2208 -1.9933
Br 2.0160 -5.2971 -0.0917
S -1.6881 -0.1624 2.5579
S 1.0066 -1.3120 3.0794
O 1.2403 -2.3527 -0.0505
O -1.6622 -1.4495 -0.3659
O -0.9685 -1.1214 4.8203
N -0.6104 1.8657 -0.1383
N 1.3481 1.6786 1.6749
N -3.3867 -2.8178 -0.7426
N 2.7155 -0.1657 -0.7254
N -0.0908 0.0624 -2.0629
C 2.5724 2.5077 3.5483
C 2.7243 2.2433 -1.1232
C -1.7846 4.2309 2.5361
C -0.7380 2.6606 0.9848
C 3.0544 -3.7867 -0.5548
C 3.3785 0.8902 -1.1467
C 3.2894 -1.4150 -0.8254
C -2.2430 2.9725 -1.6501
C 5.3053 -0.4375 -1.7029
C -1.8952 0.8771 -3.4526
C 0.3718 2.6022 1.9086
C 0.4165 3.4474 3.0350
C 0.1436 -0.8919 -2.9316
C 2.4644 -2.5352 -0.4430
C 5.1257 -2.9118 -1.3726
C 4.3665 -3.9812 -1.0039
C 4.6040 -1.5998 -1.3039
C -4.8176 -3.0845 -0.7676
C -0.6865 4.2824 3.3382
C -0.0878 -1.7594 5.7531
C 4.7000 0.7765 -1.6384
C -3.8311 -0.4476 -0.2958
C -0.6247 -1.0702 -4.0923
C -1.3420 1.9761 -1.2868
C -0.5513 -0.8901 3.5771
C -2.5011 -3.9779 -0.8234
C -2.9954 2.9037 -2.8395
C -1.8160 3.4344 1.3706
C 2.3981 1.6430 2.4593
C -2.8859 -1.6043 -0.4727
C 1.5717 3.3865 3.8434
C -2.8735 1.8652 -3.7154
C -1.1082 0.9457 -2.2827
C -1.6348 -0.1876 -4.3441
H -3.2472 0.4463 -0.1014
H 5.2133 1.6730 -1.9640
H 3.1364 0.8787 2.2434
H -3.4743 1.8050 -4.6154
H 3.1836 2.8772 -0.3601
H -2.3665 3.8315 -1.0141
H 3.4652 2.4370 4.1550
H -4.4955 -0.6253 0.5527
H 1.6597 2.1764 -0.9177
H -0.7215 -2.0825 6.5732
H 4.7696 -4.9825 -1.0639
H -4.9886 -3.9896 -1.3478
H -3.6985 3.7010 -3.0546
H 1.6419 4.0406 4.7057
H -2.2387 -0.2774 -5.2414
H 0.4184 -2.6081 5.3004
H -2.7418 -4.6867 -0.0283
H -5.3645 -2.2729 -1.2397
H -5.2162 -3.2403 0.2386
H 6.3169 -0.5326 -2.0743
H 2.8695 2.7349 -2.0880
H -0.3979 -1.8844 -4.7675
H -2.6312 -4.4725 -1.7874
H -2.7247 3.4099 0.7922
H -4.4367 -0.2918 -1.1901
H -1.4699 -3.6631 -0.7112
H 0.9793 -1.5504 -2.7164
H 0.6548 -1.0460 6.1100
H -0.6518 4.9226 4.2114
H -2.6575 4.8233 2.7865

=====

Record 2
80
Properties=species:S:1:pos:R:3 method="wB97M-V/def2-TZVPD" spin_multiplicity=2 de_lowest_ev=0.292 energy_ev=-64107.292 s2=0.766 charge=+2
Re 0.3650 -0.0632 -0.3288
O -5.5445 2.0745 4.5985
O -0.4434 0.9523 1.2135
O -1.7353 -0.0468 -0.7995
O 0.3410 2.3522 3.3705
O -6.3861 0.7554 3.1018
O -1.1485 3.7852 3.9882
O -3.6493 -0.8880 -0.4023
N 0.1555 -1.6552 0.8283
N 1.9597 0.0939 -1.8304
N -0.1233 -1.7367 -1.7460
N 2.0918 0.1358 1.0703
N -0.8021 2.7590 3.4524
N 0.0532 1.8454 -1.3964
N -2.7247 -0.2318 -0.0239
N -5.4784 1.3647 3.6218
C 3.4292 -0.5062 0.8646
C -1.1238 3.8681 -1.9037
C 3.8218 0.4380 -3.9214
C 0.6524 3.1703 -3.3436
C 2.9951 -0.7252 -2.0034
C -0.7108 -1.2575 -3.0327
C -1.8621 1.9318 2.8602
C -0.8800 2.7454 -1.1140
C 2.5495 2.4489 -4.6569
C 0.9529 -2.7166 -2.1483
C -3.0982 2.0221 3.4549
C -4.1608 1.2801 2.9563
C -1.2311 -3.7555 1.1174
C -2.7773 0.4494 1.2202
C -0.7057 -2.6828 0.3952
C -1.0316 -2.5982 -0.9639
C 1.5757 -0.4792 2.3147
C -1.9671 -3.4287 -1.5518
C 0.4463 -1.5712 4.5692
C -1.6159 1.1007 1.7292
C -4.0259 0.5065 1.8379
C -0.3671 4.0830 -3.0303
C 1.5396 3.3223 -4.4553
C 0.5506 -1.4258 2.1619
C 1.8659 1.1355 -2.7103
C -2.5697 -4.4125 -0.7836
C -2.1601 -4.5985 0.5257
C 2.7544 1.3371 -3.7779
C 2.0831 -0.1539 3.5553
C 2.3848 1.5978 1.2121
C 0.8173 2.0691 -2.4901
C -0.0498 -1.9192 3.3230
C 1.5283 -0.7186 4.6923
C 3.9420 -0.5859 -3.0148
H 3.2338 2.5752 -5.4859
H 3.0752 -1.5542 -1.3225
H -3.2402 2.6683 4.3102
H 1.5011 2.1293 1.5379
H -2.5714 -5.4136 1.1061
H -4.8757 -0.0213 1.4297
H -1.9054 4.5550 -1.6123
H 3.3134 -1.5839 0.7565
H -0.9097 -3.9668 2.1216
H -0.0302 -1.9691 5.4554
H -1.4711 2.5780 -0.2272
H 1.6071 -2.2885 -2.8995
H 4.5340 0.5612 -4.7273
H 2.8825 0.5674 3.6609
H 4.7495 -1.3022 -3.0726
H 0.4639 -3.5850 -2.5852
H 3.9424 -0.0667 0.0159
H 1.3952 4.1647 -5.1192
H 0.0053 -0.5865 -3.5037
H 3.1868 1.7593 1.9306
H 1.5012 -3.0372 -1.2645
H 2.7172 1.9580 0.2384
H -1.6519 -0.7467 -2.8659
H 4.0305 -0.3201 1.7530
H -0.9282 -2.5378 3.2786
H -0.8691 -2.1007 -3.7034
H -0.5373 4.9458 -3.6614
H 1.9158 -0.4608 5.6679
H -2.2268 -3.3328 -2.5969
H -3.3201 -5.0556 -1.2214

=====

Record 3
87
Properties=species:S:1:pos:R:3 method="wB97M-V/def2-TZVPD" spin_multiplicity=2 de_lowest_ev=0.302 energy_ev=-272011.884 s2=0.789 charge=+1
Br -2.0551 -2.5949 0.6439
As 2.2577 3.0332 0.0860
Fe 0.5486 -0.1907 0.0401
S 0.3323 2.0913 -0.0667
P 1.8902 -0.9449 -2.6692
P 3.5966 -0.7269 -0.2815
P -2.0818 0.3498 -1.0690
F -4.4459 0.3666 -2.9430
F -6.0573 -3.9455 -2.2589
F -6.1703 -1.5600 -3.5355
F -4.1920 -4.3800 -0.3738
O 3.1441 -1.3040 -1.7122
O 2.2813 0.4656 -3.3049
O 2.4315 0.1677 0.1892
O 4.7214 0.3576 -0.6276
O 1.6829 -2.0052 -3.6523
O -1.6959 4.8252 5.5229
O 4.0863 -1.7997 0.5876
O -3.3231 4.7357 4.0245
O 0.7121 -0.6421 -1.7251
N 0.2527 -0.1868 2.0553
N 1.0374 -2.1181 0.5643
C 1.8447 -4.3210 0.2116
C -1.0155 0.0825 -4.9647
C 0.8173 -1.1447 2.6730
C -4.2080 -3.2133 -1.0086
C -5.1764 -3.0008 -1.9763
C -5.2284 -1.7846 -2.6307
C -3.2151 1.5973 -0.3262
C -0.3706 0.8694 2.7837
C -2.3447 2.1367 3.2139
C -1.5040 2.4052 -4.6103
C -3.2890 -2.2220 -0.7163
C -1.7291 1.0549 2.6122
C -1.3265 -0.1814 -3.6418
C 0.3756 1.7120 3.5945
C -3.7553 3.8756 0.2979
C -1.6002 3.0302 3.9760
C -1.7246 0.8488 -2.7885
C 3.3082 2.6332 1.6430
C -3.2941 -0.9953 -1.3816
C 1.2929 -2.2630 1.8765
C 2.1550 -4.4491 1.5478
C -4.4001 1.1856 0.2902
C -4.9440 3.4557 0.8766
C -2.1945 4.2640 4.5921
C 3.3147 2.9653 -1.5063
C -2.8930 2.9555 -0.2845
C 1.8549 -3.4004 2.4096
C -0.2468 2.7939 4.1923
C 1.2825 -3.1362 -0.2510
C -1.0972 1.3804 -5.4501
C -5.2542 2.1025 0.8848
C -1.8215 2.1429 -3.2844
C -4.3046 -0.8012 -2.3203
C 1.7711 4.8795 0.2988
H -1.9667 3.3115 -0.7056
H -3.5355 4.2490 3.2161
H 1.1864 5.1981 -0.5617
H 4.3359 2.9183 1.4227
H -5.6258 4.1746 1.3139
H -3.4126 2.2576 3.0846
H -2.2939 0.3576 2.0095
H -6.1731 1.7569 1.3399
H -1.2547 -1.1989 -3.2807
H 1.1752 4.9845 1.2036
H 2.5631 0.3524 -4.2209
H 2.9219 3.2294 2.4672
H 2.0504 -3.4655 3.4709
H -3.4962 4.9272 0.2892
H 3.2581 1.5718 1.8635
H 4.3371 3.2440 -1.2566
H 0.3029 3.4782 4.8250
H 5.5988 -0.0377 -0.5592
H -0.7054 -0.7294 -5.6092
H 1.0224 -3.0132 -1.2928
H 2.6103 -5.3538 1.9258
H -1.5939 3.4148 -4.9896
H 3.2878 1.9697 -1.9299
H -0.8599 1.5889 -6.4852
H 1.4371 1.5391 3.7236
H 0.8589 -1.1798 3.7598
H 2.6746 5.4834 0.3747
H 2.8831 3.6786 -2.2064
H -2.1745 2.9521 -2.6639
H 2.0348 -5.1192 -0.4912
H -4.6768 0.1391 0.3063

=====

Record 4
83
Properties=species:S:1:pos:R:3 method="wB97M-V/def2-TZVPD" spin_multiplicity=3 energy_ev=-141984.040 s2=2.005
Pt -0.2180 -0.5228 1.3945
As -3.4301 -1.1069 -0.2731
F -4.2172 -0.8789 1.2932
F 2.0882 0.9772 3.1363
F -0.3926 1.9358 -1.3377
F -2.2484 -1.3004 -1.5537
F 0.6450 -4.1461 0.8259
F -2.3321 -2.3277 0.5200
F 3.1981 -0.1592 4.6019
F 0.1023 -1.4005 -2.6290
F -1.9415 0.3192 0.8719
F 3.8343 -0.0972 2.5098
F -4.6330 -2.1807 -1.0246
F -0.5259 2.5310 2.0721
F 2.8267 2.9814 -1.4497
F -4.0823 0.3960 -0.8135
O 1.4175 -1.2761 1.7667
O 0.8272 -1.2964 3.9290
C 2.9526 3.2130 0.8323
C 1.7469 -5.9909 -0.0781
C 0.8527 -2.0994 -3.4727
C -0.9706 3.2874 4.1409
C -0.4615 2.2655 -3.6650
C 2.1867 -2.2390 -3.1617
C -2.3831 4.3008 -3.2452
C -0.9132 2.6177 -2.4181
C -1.9237 3.9598 4.9502
C 1.8990 -1.3761 3.0824
C -0.1248 -6.0861 -2.1076
C -1.3819 -2.3499 3.9537
C 0.8829 -7.0456 -2.0428
C -0.2760 -5.0989 -1.1473
C -1.9213 3.5414 -2.1694
C 1.7418 -7.0451 -1.0049
C 2.7904 -0.1453 3.3512
C -3.5098 4.1445 3.1317
C 0.2307 -2.5135 -4.6257
C -1.4492 3.0190 2.8714
C -3.1221 4.4424 4.4371
C 1.8092 5.1129 1.8315
C -2.6546 3.3561 2.3573
C 2.3801 -3.3552 -5.3172
C 1.4191 4.5989 -0.5366
C -1.9513 3.9837 -4.5123
C 0.7284 -5.0963 -0.1250
C 2.9289 -2.9089 -4.1137
C -1.0118 2.9976 -4.7031
C 0.1252 -2.5516 4.2528
C 0.9956 -3.1465 -5.5777
C 1.1800 5.3510 0.5915
C 2.3593 3.5501 -0.3661
C 2.6454 4.0371 1.9295
H -1.1025 -4.3892 -1.1927
H 2.5050 -5.9293 0.6831
H 0.6199 -3.2262 3.5871
H 2.5215 -7.7961 -1.0319
H -4.4081 4.6039 2.7886
H -1.6371 4.2376 5.9429
H -3.8060 5.0216 5.0799
H -0.8019 -2.3353 -4.8092
H 0.9092 -7.8424 -2.7573
H 0.3943 -2.7054 5.2842
H 2.5603 -2.2514 3.1478
H -1.5134 -2.2292 2.8608
H 0.5856 -3.4769 -6.5374
H 2.5509 -1.8028 -2.2333
H 0.0208 3.0476 4.4627
H -3.1380 5.0455 -3.0887
H 4.0091 -2.9977 -4.0048
H -2.8733 3.0693 1.3224
H 1.6305 5.7077 2.7097
H 0.9601 4.7112 -1.4934
H 0.2591 1.4753 -3.7018
H 3.7061 2.4512 0.8948
H 3.0180 -3.8201 -6.0285
H 3.2086 3.8031 2.8056
H -1.7075 -1.5034 4.5621
H -0.6730 2.8319 -5.7599
H -2.2767 3.7151 -1.1665
H 0.5636 6.2142 0.5610
H -2.1977 4.5779 -5.3779
H -1.7863 -3.3135 4.2640
H -0.8190 -6.0722 -2.9367

=====

Record 5
82
Properties=species:S:1:pos:R:3 method="wB97M-V/def2-TZVPD" spin_multiplicity=2 de_lowest_ev=0.000 energy_ev=-189953.955 s2=0.751 charge=-1
Yb 1.2291 0.7109 -1.2397
Br 2.2596 1.9396 1.7361
S 2.9414 -1.1094 -3.3970
S 1.3300 -1.0234 4.0041
S 3.3409 -1.3318 -0.1154
O -2.4549 -0.7826 -2.8750
O -0.3541 -0.8231 -1.6957
O 2.8286 2.6471 -1.9038
O 0.8735 3.2150 -0.9477
N -1.3471 -0.4090 0.3484
N 0.4054 -6.6344 0.3868
N 3.8499 0.1141 4.3281
N 0.3640 1.2386 -4.5523
N -0.1900 1.5060 -3.3264
N -0.2972 0.3954 0.7244
N -0.4639 -6.2135 -3.6599
N 3.7357 -1.6910 3.0835
C 0.4361 2.0313 2.3281
C 3.5120 1.1262 5.3598
C 0.8950 -4.3831 -2.4153
C 2.5196 -2.5112 -1.0241
C 1.9924 -3.6323 -0.3527
C -4.5614 -3.6275 -1.9710
C -3.4995 3.1838 5.3735
C -3.7320 -4.1545 -0.9730
C 1.9637 3.4509 -1.4930
C -4.2405 -2.3813 -2.5137
C -1.9857 2.9777 -2.4417
C -1.0082 -1.4608 -0.5787
C -1.1075 2.4789 -3.5285
C -0.1742 2.0332 -5.5367
C -1.5705 1.8693 4.7530
C 1.3963 -3.2710 -3.1238
C -3.0124 -1.7120 -2.1739
C 2.9763 -0.8471 3.8286
C 5.1012 -0.1134 3.7775
C -2.9372 4.3075 4.7819
C 0.7134 -5.7319 -0.2783
C -0.5375 1.1801 1.7453
C 0.1033 -5.3853 -3.0811
C 1.1926 -4.5738 -1.0083
C -0.9979 3.0014 4.1113
C -2.7929 1.9687 5.3859
C 0.2874 2.0327 -6.9505
C -1.1193 2.8578 -4.8912
C -1.6846 4.2314 4.1821
C -2.6518 -3.4250 -0.5269
C 2.2722 -2.3628 -2.4970
C 0.2212 2.8899 3.3575
C -2.2631 -2.2167 -1.0432
C 5.0636 -1.2248 3.0090
H 3.3016 -2.2519 2.3455
H 3.9717 0.8366 6.3348
H -4.4767 3.2545 5.8533
H -1.0047 0.9504 4.8352
H -2.0985 -3.8507 0.3007
H -5.4351 -4.1688 -2.3176
H 0.4387 0.9770 -7.3061
H 2.2339 4.5342 -1.6349
H -0.2773 -2.1501 -0.1109
H 2.4372 1.1399 5.4611
H -4.8331 -1.9960 -3.3214
H 1.0384 0.4769 -4.6908
H 1.2540 2.5826 -7.0313
H -3.8769 -5.1706 -0.6127
H 2.2338 -3.8032 0.6839
H 5.9100 0.5996 4.0039
H 3.8474 2.1249 5.0410
H 0.9735 3.6195 3.6273
H -1.3813 3.1796 -1.5435
H -3.2039 1.1102 5.9136
H -1.2091 5.0986 3.7350
H -2.4722 3.9080 -2.7758
H -1.6811 3.6556 -5.3558
H 5.8542 -1.7436 2.4538
H -1.5557 1.2403 2.1760
H -2.0504 -0.6374 1.0557
H -3.4428 5.2518 4.7435
H -1.1926 -0.6957 -2.3326
H 1.1079 -3.1860 -4.1529
H -0.4561 2.5146 -7.6308
H -2.7760 2.2445 -2.2362